*P*
19
Properties=species:S:1:pos:R:3:mulliken_charge:R:1 method="wB97M-V/def2-TZVPD" gap_ev=9.3 smiles="C/C=C1/C=CCC1.[H][H]"
C -2.051 -1.267 0.793 -1.20
C -1.549 -0.422 -0.340 -0.14
C -0.385 0.235 -0.364 0.49
C 0.098 1.087 -1.461 -0.81
C 1.231 1.712 -1.129 -0.35
C 1.675 1.373 0.273 -0.62
C 0.688 0.266 0.715 -0.52
H -3.042 -0.931 1.125 0.32
H -2.156 -2.317 0.492 0.30
H -1.379 -1.234 1.656 0.31
H -2.200 -0.343 -1.211 0.35
H -0.432 1.190 -2.404 0.38
H 1.773 2.408 -1.763 0.40
H 2.719 1.040 0.306 0.29
H 1.611 2.258 0.921 0.26
H 0.271 0.451 1.710 0.28
H 1.197 -0.705 0.758 0.27
H 0.733 -2.150 -1.243 -0.25
H 1.115 -2.785 -1.172 0.24



*Q*
19
Properties=species:S:1:pos:R:3:mulliken_charge:R:1 method="wB97M-V/def2-TZVPD" gap_ev=10.4 smiles=CC#CCCCC
C 3.534 0.079 1.237 -1.19
C 2.568 -0.302 0.209 0.61
C 1.694 -0.575 -0.577 -0.33
C 0.386 -0.713 -1.233 -0.57
C -0.604 -0.016 -0.289 -0.78
C -2.076 0.032 -0.674 -0.35
C -2.847 0.750 0.449 -1.12
H 3.000 0.537 2.078 0.26
H 4.257 0.811 0.865 0.29
H 4.082 -0.786 1.622 0.29
H 0.122 -1.768 -1.378 0.31
H 0.384 -0.244 -2.226 0.30
H -0.512 -0.493 0.695 0.36
H -0.252 1.015 -0.154 0.38
H -2.467 -0.983 -0.826 0.31
H -2.198 0.557 -1.630 0.28
H -3.412 0.050 1.072 0.28
H -2.143 1.270 1.113 0.34
H -3.547 1.498 0.068 0.33



*R*
19
Properties=species:S:1:pos:R:3:mulliken_charge:R:1 method="wB97M-V/def2-TZVPD" gap_ev=7.4
C 2.286 0.755 0.250 -0.82
C 1.333 0.012 0.928 -0.30
C -0.063 -0.015 0.459 0.18
C 0.052 -1.282 -0.089 -0.28
C 0.757 -1.603 -1.396 -1.11
C -1.233 0.771 0.939 -0.41
C -2.259 1.176 -0.124 -1.13
H 3.245 1.016 0.656 0.33
H 1.901 1.232 -0.639 0.25
H 1.552 -0.520 1.859 0.31
H -0.476 -2.183 0.249 0.36
H 0.103 -2.024 -2.164 0.36
H 1.575 -2.274 -1.095 0.33
H 1.247 -0.757 -1.874 0.30
H -1.794 0.261 1.759 0.31
H -0.803 1.682 1.384 0.36
H -1.732 1.399 -1.059 0.32
H -2.785 2.036 0.275 0.35
H -2.905 0.317 -0.317 0.29



*S*
19
Properties=species:S:1:pos:R:3:mulliken_charge:R:1 method="wB97M-V/def2-TZVPD" gap_ev=9.5
C 2.399 -0.998 -0.919 -0.67
C -0.073 0.197 -0.315 -0.96
C 1.971 -0.157 -0.027 0.37
C -1.418 -0.102 -0.116 0.86
C 2.573 0.801 0.957 -0.99
C -1.850 -0.959 1.002 -1.09
C -2.533 0.683 -0.757 -1.15
H 3.432 -1.020 -1.181 0.30
H 1.764 -1.179 -1.763 0.31
H 0.175 0.615 -1.275 0.34
H 2.119 1.703 0.756 0.29
H 3.697 0.777 0.776 0.32
H 2.271 0.589 2.026 0.24
H -0.998 -1.496 1.449 0.29
H -2.662 -1.630 0.491 0.29
H -2.271 -0.307 1.714 0.29
H -2.321 0.741 -1.810 0.39
H -2.780 1.667 -0.210 0.24
H -3.495 0.074 -0.797 0.32



Stability, highest: *P*



*P*
19
Properties=species:S:1:pos:R:3:mulliken_charge:R:1 method="wB97M-V/def2-TZVPD" gap_ev=10.3 smiles="CC=C=CCCC"
C -0.362 2.528 2.620 -1.04
C 0.258 2.088 1.322 -0.23
C -0.289 1.542 0.264 -0.01
C -0.653 0.822 -0.767 -0.45
C -0.634 -0.690 -0.717 -0.60
C 0.606 -1.287 -1.387 -0.26
C 0.554 -2.812 -1.435 -1.18
H -1.453 2.488 2.643 0.34
H -0.045 3.548 2.859 0.32
H 0.007 1.886 3.428 0.26
H 1.346 2.180 1.309 0.30
H -0.948 1.280 -1.711 0.33
H -0.663 -1.005 0.332 0.35
H -1.531 -1.106 -1.195 0.34
H 1.486 -0.950 -0.825 0.27
H 0.716 -0.886 -2.404 0.31
H 0.509 -3.235 -0.425 0.31
H -0.336 -3.155 -1.977 0.31
H 1.430 -3.236 -1.935 0.34



*Q*
19
Properties=species:S:1:pos:R:3:mulliken_charge:R:1 method="wB97M-V/def2-TZVPD" gap_ev="7.3 / 9.1"
C -0.802 -1.503 -1.597 -1.26
C 0.224 -0.822 -0.741 -0.53
C -0.195 -0.502 0.673 0.21
C 0.853 0.002 1.714 -0.85
C 0.386 1.468 1.510 -0.26
C 0.529 1.679 0.046 -0.70
C -0.675 0.934 0.574 -0.53
H -0.513 -1.534 -2.650 0.40
H -1.775 -1.008 -1.516 0.30
H -0.939 -2.541 -1.250 0.35
H 1.258 -1.111 -0.930 0.48
H 0.093 0.670 -1.816 -0.10
H -0.867 -1.270 1.086 0.53
H 1.909 -0.231 1.530 0.30
H 0.572 -0.366 2.707 0.32
H 0.253 2.183 2.318 0.37
H 0.038 1.513 -1.654 0.24
H 1.340 1.130 -0.432 0.33
H -1.686 1.308 0.426 0.41



*R*
19
Properties=species:S:1:pos:R:3:mulliken_charge:R:1 method="wB97M-V/def2-TZVPD" gap_ev=9.7 smiles="C=C(C)CC1=CC1.[H][H]"
C -0.437 0.598 1.395 -0.82
C -1.045 0.385 0.228 0.58
C -2.366 -0.325 0.094 -1.38
C -0.235 0.820 -0.995 -0.45
C 1.141 0.353 -0.665 0.00
C 1.947 -0.655 -0.646 -0.41
C 2.498 0.603 -0.070 -0.60
H 0.389 1.297 1.452 0.33
H -0.664 0.055 2.303 0.23
H -2.451 -0.977 -0.783 0.38
H -3.162 0.427 0.012 0.35
H -2.581 -0.919 0.989 0.37
H -0.543 0.310 -1.917 0.25
H -0.295 1.900 -1.180 0.27
H 2.146 -1.639 -1.019 0.48
H 3.219 1.165 -0.662 0.22
H 2.633 0.731 1.010 0.21
H -0.465 -2.087 0.181 0.04
H 0.270 -2.041 0.274 -0.04



*S*
19
Properties=species:S:1:pos:R:3:mulliken_charge:R:1 method="wB97M-V/def2-TZVPD" gap_ev=10.1 smiles=C[C@@H]1[C@H]2C[C@@H]3[C@H]2[C@H]13.[H][H]
C -1.983 -0.170 -0.789 -1.38
C -0.404 -0.372 -0.726 0.01
C -0.042 -0.819 0.666 -0.35
C 1.468 -1.188 0.724 -0.66
C 1.730 0.267 0.919 -0.63
C 0.303 0.647 1.133 -0.49
C 0.866 0.804 -0.227 -0.72
H -2.390 0.189 -1.745 0.44
H -2.388 0.482 -0.005 0.33
H -2.478 -1.153 -0.629 0.37
H -0.154 -0.967 -1.615 0.26
H -0.736 -1.450 1.209 0.58
H 1.917 -1.553 -0.213 0.24
H 1.712 -1.827 1.560 0.34
H 2.574 0.732 1.441 0.41
H -0.194 1.359 1.772 0.43
H 1.288 1.290 -1.050 0.74
H -0.698 1.544 -1.323 -0.13
H -0.391 2.185 -1.103 0.22



Stability, highest: *P*



*P*
19
Properties=species:S:1:pos:R:3:mulliken_charge:R:1 method="wB97M-V/def2-TZVPD" gap_ev="7.4 / 8.1"
C 0.028 -2.740 1.424 -0.91
C 0.157 -2.359 0.063 -0.41
C -0.005 -0.730 0.038 -0.66
C 0.125 -0.243 -1.457 -0.51
C 0.005 1.173 -1.377 0.21
C -0.119 2.324 -0.909 0.39
C -0.254 3.517 -0.315 -1.45
H 0.878 -2.718 2.098 0.32
H -0.266 1.834 1.956 0.10
H -0.940 -2.981 1.853 0.32
H 1.145 -2.541 -0.376 0.31
H -0.634 -2.736 -0.594 0.31
H 0.780 -0.287 0.653 0.39
H -0.980 -0.456 0.444 0.40
H 1.097 -0.573 -1.845 0.31
H -0.668 -0.718 -2.047 0.31
H -0.283 2.411 1.463 -0.13
H -1.232 3.955 -0.144 0.34
H 0.612 4.087 0.008 0.35



*Q*
19
Properties=species:S:1:pos:R:3:mulliken_charge:R:1 method="wB97M-V/def2-TZVPD" gap_ev=10.0 smiles=CC[C@H]1C[C@H]2C[C@@H]12
C 2.348 0.484 -0.650 -1.16
C 1.158 -0.475 -0.724 -0.40
C 0.237 -0.331 0.474 0.12
C -0.488 1.030 0.704 -0.96
C -1.733 0.228 0.875 -0.14
C -2.064 -0.547 -0.459 -0.75
C -1.130 -1.090 0.552 -0.61
H 3.004 0.365 -1.519 0.36
H 2.948 0.304 0.251 0.31
H 2.017 1.530 -0.623 0.30
H 0.596 -0.287 -1.649 0.18
H 1.516 -1.511 -0.775 0.32
H 0.786 -0.566 1.394 0.45
H -0.538 1.706 -0.160 0.30
H -0.197 1.587 1.594 0.31
H -2.515 0.323 1.632 0.45
H -3.024 -0.091 -0.226 0.38
H -1.631 -0.174 -1.381 0.15
H -1.249 -2.018 1.100 0.37



*R*
19
Properties=species:S:1:pos:R:3:mulliken_charge:R:1 method="wB97M-V/def2-TZVPD" gap_ev=10.9 smiles=C[C@H]1[C@H]2CCC[C@@H]12
C 1.170 -0.051 -1.710 -1.49
C 0.755 1.056 -0.770 -0.07
C -0.605 1.209 -0.130 -0.09
C -1.582 0.035 -0.110 -0.84
C -1.117 -0.922 1.036 -0.54
C 0.347 -0.553 1.360 -0.86
C 0.587 0.851 0.720 -0.14
H 0.739 0.082 -2.710 0.32
H 2.262 -0.055 -1.818 0.36
H 0.874 -1.036 -1.334 0.33
H 1.194 2.019 -1.046 0.41
H -1.022 2.213 -0.084 0.39
H -2.602 0.401 0.054 0.36
H -1.580 -0.490 -1.074 0.26
H -1.776 -0.822 1.915 0.31
H -1.162 -1.966 0.711 0.25
H 1.081 -1.292 0.997 0.31
H 0.529 -0.422 2.434 0.34
H 1.030 1.620 1.347 0.39



*S*
19
Properties=species:S:1:pos:R:3:mulliken_charge:R:1 method="wB97M-V/def2-TZVPD" gap_ev=9.0
C -2.638 0.465 0.205 -1.24
C -1.546 -0.539 -0.241 -0.17
C -0.135 -0.155 -1.041 -0.46
C 1.004 -0.071 0.008 0.39
C 2.464 -0.515 -0.057 -0.75
C 2.132 0.935 0.204 -0.69
C -0.207 -0.495 0.845 -0.57
H -3.679 0.210 -0.069 0.35
H -2.476 1.477 -0.181 0.28
H -2.647 0.534 1.310 0.30
H -1.925 -1.552 -0.053 0.30
H 0.057 -0.960 -1.727 0.33
H -0.345 0.832 -1.414 0.30
H 2.905 -0.759 -1.029 0.24
H 2.925 -1.079 0.760 0.23
H 2.354 1.654 -0.590 0.23
H 2.367 1.328 1.199 0.23
H -0.519 0.253 1.547 0.39
H -0.109 -1.519 1.165 0.32



Stability, highest: *R*



*P*
19
Properties=species:S:1:pos:R:3:mulliken_charge:R:1 method="wB97M-V/def2-TZVPD" gap_ev="7.9 / 7.8"
C -2.125 -0.803 -0.038 -1.43
C -1.552 0.597 0.123 0.61
C -0.639 0.794 1.245 -1.24
C 1.490 0.137 0.029 -0.20
C 2.541 -0.938 0.023 -1.13
C 0.695 0.444 -1.053 -0.29
C -0.571 1.022 -0.935 -0.60
H -1.309 -1.534 -0.068 0.30
H -2.778 -1.049 0.808 0.36
H -2.699 -0.893 -0.967 0.36
H -2.357 1.343 0.141 0.34
H -0.483 1.797 1.630 0.35
H -0.333 -0.030 1.881 0.41
H 1.537 0.856 0.836 0.51
H 2.612 -1.418 -0.959 0.36
H 2.300 -1.726 0.749 0.25
H 3.528 -0.547 0.298 0.30
H 1.053 0.203 -2.060 0.36
H -0.910 1.743 -1.683 0.38



*Q*
19
Properties=species:S:1:pos:R:3:mulliken_charge:R:1 method="wB97M-V/def2-TZVPD" gap_ev=10.1 smiles="CC1=CC1.C=CC"
C -0.557 0.915 1.502 -1.17
C -0.453 -0.540 1.295 0.51
C 0.045 -1.692 1.616 -0.44
C -1.387 -1.701 1.163 -0.56
H -1.171 0.981 2.407 0.41
H 0.403 1.404 1.690 0.25
H -1.081 1.430 0.693 0.26
H 0.845 -2.259 2.066 0.37
H -1.649 -2.115 0.185 0.17
H -2.207 -1.758 1.890 0.22
C -0.255 -0.195 -1.795 -0.71
C 0.397 0.963 -1.819 0.02
C 1.739 1.178 -1.183 -0.99
H -1.156 -0.356 -2.378 0.24
H 0.116 -1.026 -1.199 0.24
H 0.007 1.790 -2.413 0.33
H 2.490 1.063 -1.973 0.31
H 1.950 0.430 -0.410 0.26
H 1.860 2.179 -0.756 0.28



Stability, highest: *Q*